An isolated ion of composition C8H11ClN3O2 and charge +1 in a non-equilibrium geometry, computed with ωB97M-V/def2-TZVPD.

As for the LUMO energy: -5.9 eV. The total energy is -29543.8344 eV. The SMILES is CC[C@@H](Cl)c1ccc[n+](CON=O)n1. As for the charge: +1. For the HOMO-LUMO gap, the calculation gives 8.22 eV. The value obtained for the largest force on an atom is 6.56 eV/Å. The HOMO energy comes out at -14.111 eV.

The geometry in XYZ format:
```
25
C8H11ClN3O2 | OMol25 | ωB97M-V/def2-TZVPD
C 3.7131 -0.6675 -0.7502
C 2.3523 -0.8001 0.1553
C 1.8369 0.6634 0.7796
Cl 2.9252 2.0882 0.2972
C 0.2671 0.8262 0.2149
C 0.1625 1.6357 -1.1979
C -1.4410 1.6877 -1.6881
C -2.3891 0.9155 -0.6047
N -2.0383 0.2594 0.6854
C -3.0897 -0.4268 1.5829
O -3.5330 -1.6958 0.9162
N -2.4059 -2.3831 0.5465
O -2.6306 -2.9164 -0.5300
N -0.7438 0.2117 1.0924
H 3.9273 -1.7377 -1.2232
H 3.5672 0.0801 -1.6610
H 4.5934 -0.2909 -0.0562
H 1.5003 -1.2213 -0.5664
H 2.4267 -1.5789 1.0353
H 1.8292 0.5671 1.9623
H 1.0357 2.0919 -1.8281
H -1.7897 2.2057 -2.6881
H -3.5471 0.8724 -0.8957
H -3.9760 0.3038 1.8059
H -2.5525 -0.6903 2.6156
```


A 2-piece molecular cluster, C4H4ClNOS overall in a non-equilibrium geometry, computed with ωB97M-V/def2-TZVPD.

As for the LUMO energy (alpha / beta): -1.0 / -1.1 eV. The total energy is -31101.5055 eV. For the HOMO-LUMO gap (alpha / beta), the calculation gives 7.73 / 7.62 eV. The value obtained for the largest force on an atom is 3.95 eV/Å. The HOMO energy (alpha / beta) comes out at -8.748 / -8.734 eV. Its energy relative to the best compared isomer or geometry (same formula, charge and spin) is 143.06 kcal per mole.

The geometry in XYZ format:
```
12
C4H4ClNOS | OMol25 | ωB97M-V/def2-TZVPD
C -1.3446 1.6135 0.2855
C -2.1295 0.4998 0.3294
C 0.1654 -0.0377 -0.0788
C 2.4200 -0.8716 -0.7215
N -0.0453 1.2470 -0.1070
O -1.3800 -1.9268 1.0745
S -1.3384 -1.0140 -0.1226
Cl 3.4822 -0.1879 0.5722
H -1.4462 2.6910 0.3009
H -3.0349 0.4381 0.8402
H 2.4044 -0.4001 -1.7241
H 2.2470 -2.0514 -0.6486
```


A 8-piece molecular cluster, C27H47Br14O6PS overall in a non-equilibrium geometry, computed with ωB97M-V/def2-TZVPD.

As for the LUMO energy: 0.3 eV. The total energy is -1041768.4545 eV. The SMILES is O=P(O)(O)C[C@@H]1C[C@@H](CCc2ccccc2)COS1(=O)=O.BrCCBr.BrCCBr.BrCCBr.BrCCBr.BrCCBr.BrCCBr.BrCCBr. For the HOMO-LUMO gap, the calculation gives 8.64 eV. The value obtained for the largest force on an atom is 2.01 eV/Å. The HOMO energy comes out at -8.363 eV.

The geometry in XYZ format:
```
96
C27H47Br14O6PS | OMol25 | ωB97M-V/def2-TZVPD
O -2.3823 -0.2138 -2.8722
P -3.0359 -1.0241 -3.9098
O -3.9931 -0.0914 -4.8184
O -2.0436 -1.7196 -4.9361
C -4.1746 -2.2911 -3.3043
C -3.7648 -2.9769 -1.9971
C -3.7021 -2.0292 -0.7648
C -2.3200 -1.8493 -0.1584
C -2.3713 -0.8909 1.0581
C -1.7907 0.4876 0.6761
C -0.2855 0.4338 0.7390
C 0.4740 -0.1499 -0.2674
C 1.8500 -0.2575 -0.2131
C 2.5658 0.2705 0.8923
C 1.7909 0.8917 1.8622
C 0.4097 0.9590 1.8059
C -1.6232 -3.1539 0.2173
O -1.9568 -4.3029 -0.6240
S -2.2426 -3.9044 -2.1195
O -1.1622 -3.1156 -2.6348
O -2.5169 -5.0772 -2.8895
H -3.3901 0.4673 -5.3288
H -1.1441 -1.3845 -4.8201
H -5.1143 -1.7711 -3.1048
H -4.3743 -3.0226 -4.0889
H -4.5237 -3.7265 -1.7757
H -4.3674 -2.4390 0.0027
H -4.1214 -1.0600 -1.0371
H -1.7049 -1.3494 -0.8964
H -1.7767 -1.3031 1.8709
H -3.4029 -0.7837 1.3958
H -2.1656 0.8426 -0.2853
H -2.1407 1.1816 1.4451
H 0.0109 -0.5502 -1.1623
H 2.3497 -0.7429 -1.0270
H 3.6413 0.2303 0.9440
H 2.3219 1.3493 2.6992
H -0.0890 1.4613 2.6290
H -0.5468 -2.9971 0.1054
H -1.7707 -3.4415 1.2572
Br -3.2946 -1.5475 4.2080
C -2.1451 -2.9848 4.8360
C -1.0173 -2.4474 5.6745
Br 0.3411 -1.6096 4.5605
H -1.7953 -3.5166 3.9563
H -2.7872 -3.6396 5.4211
H -0.5125 -3.2563 6.1983
H -1.3462 -1.7006 6.3899
Br 4.4839 1.5807 3.4728
C 5.2529 2.4707 5.0221
C 4.2304 2.6457 6.1128
Br 2.9873 4.0854 5.7068
H 5.6638 3.4127 4.6738
H 6.0618 1.8258 5.3594
H 4.7133 2.9336 7.0442
H 3.6345 1.7531 6.2738
Br -2.8882 2.4591 4.0184
C -4.7584 2.6984 4.4796
C -5.6580 2.1381 3.4109
Br -5.7301 3.3001 1.8506
H -4.9089 3.7603 4.6464
H -4.8991 2.1618 5.4157
H -6.6829 2.0717 3.7696
H -5.3328 1.1636 3.0598
Br 4.0488 -2.1131 0.0205
C 5.2779 -3.3845 -0.7898
C 5.0745 -3.4491 -2.2824
Br 3.4761 -4.4570 -2.7415
H 5.1246 -4.3392 -0.2967
H 6.2770 -3.0170 -0.5634
H 5.8989 -3.9793 -2.7557
H 4.9672 -2.4676 -2.7370
Br 6.7480 -1.6015 -6.0425
C 5.0720 -2.5520 -6.3176
C 3.9524 -1.6173 -6.6893
Br 3.3089 -0.6305 -5.1433
H 4.8682 -3.1015 -5.4033
H 5.2671 -3.2530 -7.1260
H 3.0956 -2.1824 -7.0498
H 4.2399 -0.8826 -7.4344
Br -1.8249 6.5597 2.9068
C -2.3126 6.1496 1.0674
C -1.7300 4.8380 0.6220
Br 0.1665 4.9788 0.2319
H -1.9874 6.9890 0.4613
H -3.3996 6.0973 1.0619
H -2.1900 4.5120 -0.3090
H -1.8382 4.0578 1.3701
Br 0.3462 3.1441 -3.7465
C 1.9314 4.0952 -3.1338
C 3.1148 3.1720 -3.0236
Br 2.9666 2.0432 -1.4374
H 1.6700 4.5584 -2.1881
H 2.1108 4.8684 -3.8781
H 4.0347 3.7412 -2.9008
H 3.2159 2.5089 -3.8778
```


C23H44Cl3HgN4O3SSi as an isolated structure in a non-equilibrium geometry, computed with ωB97M-V/def2-TZVPD.

As for the LUMO energy (alpha / beta): 2.1 / 2.1 eV. The total energy is -97125.2181 eV. As for the charge: -1. For the HOMO-LUMO gap (alpha / beta), the calculation gives 2.76 / 2.75 eV. The value obtained for the largest force on an atom is 6.97 eV/Å. The HOMO energy (alpha / beta) comes out at -0.657 / -0.641 eV. Its energy relative to the best compared isomer or geometry (same formula, charge and spin) is 0.00 kcal per mole.

The geometry in XYZ format:
```
80
C23H44Cl3HgN4O3SSi | OMol25 | ωB97M-V/def2-TZVPD
C -4.2699 -1.5075 -1.8309
C -4.6456 -0.2725 -2.5931
H -5.0953 -1.8332 -1.1879
H -3.3865 -1.3264 -1.2018
H -4.0286 -2.3411 -2.5103
C -5.9048 0.1469 -2.7850
C -7.1163 -0.6311 -2.3934
H -6.0886 1.1069 -3.2709
H -7.0184 -1.0923 -1.4017
H -7.3441 -1.4305 -3.1151
H -7.9875 0.0335 -2.3726
Hg 2.0824 -2.3914 1.1575
Cl 4.2598 -3.0487 0.6839
Cl -0.2222 -2.3943 1.4875
C 3.1384 0.2076 -0.6191
O 2.5758 0.2395 0.4920
N 3.2314 1.2559 -1.4656
C 3.0355 2.6174 -0.9990
C 3.3590 1.0261 -2.8984
H 3.6223 -0.7151 -1.0069
H 3.1794 2.6501 0.0900
H 2.0251 2.9872 -1.2439
H 3.7652 3.2772 -1.4947
H 3.5223 -0.0535 -3.0423
H 4.2092 1.5930 -3.3123
H 2.4393 1.3216 -3.4332
H -1.3398 -2.4544 4.4038
H -1.5185 -0.4611 2.6296
C -0.8677 -1.7343 5.0878
C -1.2498 0.1384 3.5113
N -0.3383 -0.5941 4.3604
H -0.0486 -2.2179 5.6284
C 0.9825 -0.2678 4.4105
O 1.5788 0.4169 3.5815
H -0.7794 1.0750 3.1957
H 1.4865 -0.6882 5.3068
H -1.6267 -1.3981 5.8075
H -2.1683 0.3465 4.0756
O -3.0128 1.3488 -2.0048
C -3.4682 0.5543 -3.0968
C -4.2563 2.7119 -4.2183
C -3.7822 1.4025 -4.3231
H -4.3624 3.1639 -3.2297
C -4.5907 3.4152 -5.3819
H -2.6814 -0.1663 -3.3685
C -3.6187 0.8042 -5.5796
H -4.9415 4.4436 -5.2956
C -4.4822 2.8000 -6.6329
C -3.9955 1.4882 -6.7341
H -3.2189 -0.2136 -5.6117
H -4.7748 3.3375 -7.5339
H -3.9056 0.9970 -7.7037
Si -1.5352 1.9431 -1.5166
Cl 2.5639 -3.3065 4.3723
C -1.9109 3.5627 -0.6663
C -0.4841 2.2469 -3.0379
C -0.7999 0.7053 -0.3301
H -2.5837 4.1774 -1.2787
H -0.9870 4.1309 -0.4911
H -2.3994 3.3870 0.3011
H -1.5038 0.5029 0.4895
H 0.1447 1.0438 0.1186
H -0.5933 -0.2555 -0.8190
H -1.0474 2.8248 -3.7832
H -0.1742 1.3067 -3.5100
H 0.4174 2.8189 -2.7828
C 7.8355 -2.0670 5.3197
N 6.3966 -1.7443 5.2944
C 5.4594 -2.5009 4.6912
S 4.0051 -1.6978 4.2317
N 5.6945 -3.8103 4.4565
C 6.2389 -4.7077 5.4893
H 8.0006 -3.0506 4.8661
H 8.2047 -2.0816 6.3520
H 8.3996 -1.2887 4.7898
H 6.1483 -0.7554 5.3493
H 4.9962 -4.2383 3.8442
H 5.4752 -5.4118 5.8451
H 7.0597 -5.2856 5.0581
H 6.6217 -4.1219 6.3297
```